1.
The following is a DFT calculation (wB97M-V/def2-TZVPD) of the molecule C18H24N2O6S in a non-equilibrium geometry.

Last column: Mulliken charge in e.
Element x y z (Å)
O 4.292 4.338 -1.001  -0.6798
C 3.490 3.641 -0.422  0.4667
C 1.991 3.957 -0.459  -0.4135
O 1.222 2.819 -0.082  -0.1970
C -0.086 2.853 -0.381  0.2701
O -0.628 3.791 -0.903  -0.5996
C -0.782 1.596 0.011  0.4824
C -0.082 0.463 0.422  -0.6429
C -0.775 -0.683 0.769  -0.6624
C -2.156 -0.686 0.705  0.1245
S -3.036 -2.213 1.054  1.2614
O -4.383 -1.901 1.419  -0.7199
O -2.233 -3.017 1.925  -0.7158
N -3.091 -2.990 -0.416  0.0209
C -3.923 -2.392 -1.434  -0.4145
C -4.160 -3.436 -2.529  -0.7010
O -2.938 -3.905 -3.050  -0.3908
C -2.147 -4.493 -2.045  -0.7050
C -1.837 -3.486 -0.934  -0.4016
C -2.865 0.429 0.297  -0.4389
C -2.174 1.576 -0.050  -0.7780
N 3.800 2.564 0.315  -0.1404
C 5.145 2.048 0.461  -0.0386
C 5.236 0.606 -0.065  -0.8961
C 5.047 -0.262 1.176  -0.4428
C 5.845 0.493 2.235  -0.6077
C 5.548 1.970 1.949  -0.8704
H 1.787 4.788 0.228  0.2704
H 1.714 4.286 -1.466  0.3852
H 0.995 0.481 0.460  0.6024
H -0.268 -1.572 1.107  0.5074
H -4.859 -2.099 -0.961  0.4111
H -3.434 -1.508 -1.874  0.3033
H -4.704 -3.000 -3.368  0.3442
H -4.735 -4.274 -2.108  0.3620
H -1.230 -4.826 -2.533  0.3445
H -2.671 -5.357 -1.611  0.3640
H -1.307 -3.961 -0.110  0.4116
H -1.229 -2.665 -1.347  0.2957
H -3.942 0.385 0.278  0.5225
H -2.691 2.468 -0.371  0.4803
H 3.054 2.048 0.755  0.2725
H 5.782 2.730 -0.106  0.5089
H 4.497 0.416 -0.841  0.3690
H 6.226 0.433 -0.486  0.2935
H 5.401 -1.281 1.032  0.4073
H 3.992 -0.303 1.457  0.1036
H 6.908 0.293 2.098  0.2870
H 5.573 0.207 3.249  0.3730
H 4.717 2.318 2.565  0.3030
H 6.406 2.603 2.164  0.3081

Results
energy above the lowest of the compared OMol25 structures with the same formula, charge and spin: 84.3 kJ/mol
LUMO: -0.38 eV
SMILES: O=C(COC(=O)c1ccc(S(=O)(=O)N2CCOCC2)cc1)NC1CCCC1


2.
The following is a DFT calculation (wB97M-V/def2-TZVPD) of a cluster of 4 separate species, C18H24N2O9 in total in a non-equilibrium geometry.

Last column: Mulliken charge in e.
Element x y z (Å)
N 0.280 -0.203 -0.879  -0.2667
O 1.187 -1.088 -0.354  -0.2245
C 2.443 -0.278 -0.334  0.6603
O 2.486 0.676 0.633  -0.4214
O 3.545 -0.459 -1.337  -0.3327
C 3.809 0.956 -1.765  0.4588
C 2.936 1.672 -2.987  -0.2235
C 3.295 3.236 -3.314  -0.1760
N 4.319 4.111 -2.649  -0.4438
C 5.122 3.427 -1.579  -0.1730
C 4.979 1.887 -1.038  -0.2701
H 0.269 -0.450 -1.900  0.1928
H -0.655 -0.329 -0.433  0.1536
H 2.093 1.093 -3.600  0.2289
H 2.636 3.750 -4.168  0.2773
H 5.941 4.096 -1.025  0.2808
H 5.633 1.436 -0.165  0.2838
O -0.068 2.271 6.632  -0.5939
C 0.629 2.081 5.649  0.4154
C 1.851 1.216 5.604  -0.3022
C 2.503 1.654 4.317  -0.5039
C 1.326 2.087 3.483  -0.1992
O 0.374 2.601 4.412  -0.3625
H 1.545 0.166 5.569  0.2453
H 2.498 1.402 6.465  0.2724
H 3.103 0.873 3.842  0.2968
H 3.157 2.513 4.510  0.2721
H 0.870 1.251 2.942  0.1417
H 1.599 2.867 2.766  0.3150
O -2.273 -0.008 -2.002  -0.5859
C -2.594 -0.453 -3.091  0.4079
C -2.768 -1.905 -3.419  -0.1511
C -2.768 -1.892 -4.926  -0.5364
C -3.326 -0.529 -5.244  -0.4467
O -2.888 0.315 -4.181  -0.3412
H -3.724 -2.251 -3.015  0.2700
H -1.942 -2.501 -3.023  0.1724
H -3.344 -2.708 -5.372  0.3288
H -1.737 -1.965 -5.294  0.2664
H -4.421 -0.524 -5.266  0.2642
H -2.951 -0.147 -6.198  0.3280
O -5.515 -2.688 1.483  -0.5933
C -4.296 -2.684 1.542  0.4834
C -3.481 -2.063 2.636  -0.4317
C -2.108 -2.007 2.014  -0.2457
C -2.126 -3.179 1.069  -0.2770
O -3.479 -3.290 0.631  -0.3553
H -3.504 -2.714 3.513  0.2627
H -3.850 -1.065 2.884  0.3048
H -1.296 -2.054 2.744  0.3778
H -2.000 -1.074 1.447  0.0319
H -1.841 -4.115 1.562  0.2881
H -1.471 -3.018 0.207  0.1760

Results
energy above the lowest of the compared OMol25 structures with the same formula, charge and spin: 0.0 kJ/mol
LUMO: -0.66 eV
SMILES: NOC(=O)Oc1ccncc1.O=C1CCCO1.O=C1CCCO1.O=C1CCCO1


3.
The following is a DFT calculation (wB97M-V/def2-TZVPD) of the molecule C18H24N2OS.

Last column: Mulliken charge in e.
Element x y z (Å)
C -5.190 -1.313 -1.231  -1.3265
C -4.097 -1.075 -0.199  -0.0443
C -2.725 -0.927 -0.865  -1.2492
N -1.687 -0.689 0.101  0.5190
C -0.910 -1.656 0.673  -0.4078
C -0.050 -1.094 1.574  0.1550
S 1.204 -1.904 2.512  -0.1713
C 1.880 -3.007 1.227  -0.6911
C 2.121 -2.308 -0.107  0.4619
O 1.923 -2.882 -1.158  -0.6987
N 2.603 -1.061 -0.001  -0.0269
C 2.861 -0.210 -1.143  -0.4091
C 3.906 0.843 -0.772  -1.0849
C 3.073 1.986 -0.197  -0.3845
C 1.879 2.056 -1.147  -0.5474
C 1.610 0.599 -1.553  0.4018
C -0.316 0.306 1.591  1.0682
C 0.231 1.383 2.285  -0.6958
C -0.264 2.642 2.033  -0.5217
C -1.294 2.843 1.109  -0.8527
C -1.854 1.794 0.412  -0.6129
C -1.358 0.518 0.655  -0.5062
H -4.992 -2.220 -1.797  0.3314
H -6.156 -1.417 -0.743  0.3762
H -5.246 -0.480 -1.929  0.3357
H -4.063 -1.910 0.504  0.3018
H -4.314 -0.169 0.372  0.2992
H -2.743 -0.093 -1.573  0.3624
H -2.479 -1.839 -1.417  0.4203
H -0.999 -2.680 0.365  0.4427
H 2.827 -3.374 1.625  0.4532
H 1.210 -3.854 1.078  0.3488
H 2.624 -0.629 0.913  0.3334
H 3.188 -0.874 -1.948  0.4250
H 4.646 0.454 -0.074  0.3848
H 4.422 1.178 -1.673  0.3790
H 3.624 2.924 -0.151  0.4302
H 2.732 1.740 0.810  0.0650
H 2.143 2.647 -2.025  0.3218
H 1.010 2.512 -0.677  0.2068
H 0.737 0.203 -1.037  -0.6338
H 1.429 0.512 -2.623  0.4037
H 1.019 1.220 3.005  0.4606
H 0.145 3.495 2.554  0.3824
H -1.658 3.846 0.939  0.3998
H -2.650 1.963 -0.297  0.3944

Results
energy above the lowest of the compared OMol25 structures with the same formula, charge and spin: 0.0 kJ/mol
LUMO: 0.75 eV
SMILES: CCCn1cc(SCC(=O)NC2CCCC2)c2ccccc21


4.
The following is a DFT calculation (wB97M-V/def2-TZVPD) of a structure of composition C18H24N4O3S2 in a non-equilibrium geometry.

Last column: Mulliken charge in e.
Element x y z (Å)
O -0.024 -0.211 3.462  -0.7045
C -0.126 -0.620 2.326  -0.0346
N -0.116 -1.933 2.009  0.0100
H -0.181 -2.212 1.045  0.3247
C 0.085 -2.982 2.988  -0.3101
C 1.445 -3.664 2.794  -0.9516
C 1.484 -4.503 1.519  -0.5351
C 0.362 -5.536 1.524  -0.6892
C -0.995 -4.852 1.658  -0.5961
C -1.049 -4.009 2.931  -0.9576
H -0.960 -4.666 3.798  0.4029
H -2.007 -3.491 2.999  0.3661
H -1.788 -5.602 1.687  0.3287
H -1.176 -4.222 0.783  0.3094
H 0.393 -6.126 0.605  0.3439
H 0.505 -6.219 2.364  0.3202
H 2.451 -5.005 1.445  0.3522
H 1.385 -3.858 0.642  0.2352
H 1.631 -4.310 3.654  0.4003
H 2.226 -2.902 2.769  0.3700
H 0.071 -2.472 3.957  0.4621
C -0.253 0.298 1.109  0.5395
C 1.121 0.434 0.440  -0.7502
H 1.829 0.830 1.169  0.3313
C 1.034 1.401 -0.739  -0.7211
N 0.532 2.668 -0.279  0.1094
S 0.971 4.000 -1.150  1.3230
O 0.423 5.155 -0.513  -0.7023
O 2.389 3.922 -1.351  -0.7409
C 0.224 3.816 -2.780  -0.2751
C 1.024 3.632 -3.872  -0.1841
C 0.491 3.529 -5.173  -0.6978
C -0.855 3.623 -5.403  -0.6589
C -1.705 3.811 -4.300  0.6608
N -3.035 3.918 -4.301  -0.6682
S -3.538 4.110 -2.791  0.1710
N -2.117 4.054 -2.048  -0.4557
C -1.162 3.898 -2.964  0.6101
H -1.276 3.563 -6.393  0.4383
H 1.169 3.387 -6.000  0.3996
H 2.089 3.584 -3.710  0.5281
C -0.779 2.614 0.319  -0.5175
H -1.522 2.251 -0.408  0.3239
C -0.745 1.684 1.527  -1.1372
H -1.740 1.612 1.967  0.4122
H -0.068 2.081 2.283  0.2949
H -1.039 3.633 0.602  0.5028
H 0.378 0.979 -1.521  0.3578
H 2.021 1.586 -1.165  0.5241
H 1.485 -0.535 0.092  0.3085
H -0.961 -0.144 0.396  0.2265

Results
energy above the lowest of the compared OMol25 structures with the same formula, charge and spin: 82.6 kJ/mol
LUMO: -1.10 eV


5.
The following is a DFT calculation (wB97M-V/def2-TZVPD) of the molecule C18H24N6O in a non-equilibrium geometry.

Last column: Mulliken charge in e.
Element x y z (Å)
C 1.564 -0.016 -3.787  -0.8753
C 2.099 -1.408 -3.346  -0.7597
N 1.072 -2.276 -2.756  0.2050
C 0.711 -3.478 -3.541  -0.6811
C -0.202 -3.169 -4.718  -0.9573
C 0.211 -1.813 -1.753  0.6545
N -1.041 -2.196 -1.747  -0.4627
C -1.898 -1.711 -0.799  0.5281
C -3.302 -2.284 -0.756  -1.0777
N -1.573 -0.833 0.142  -0.6446
C -0.274 -0.449 0.175  -0.0204
C 0.417 0.420 0.976  0.1679
C -0.077 1.209 2.125  0.3086
C -0.651 0.535 3.206  -1.0000
N -1.163 1.217 4.265  -0.5368
C -1.133 2.568 4.317  0.1049
O -1.595 3.270 5.396  -0.3937
C -2.234 2.515 6.446  -0.6617
C -0.612 3.280 3.257  -0.4364
C -0.100 2.604 2.132  1.4276
C 0.371 3.417 0.929  -1.6089
C 1.813 0.384 0.497  1.1590
C 2.981 1.046 1.093  -1.4741
N 1.914 -0.405 -0.529  -1.3548
N 0.642 -0.883 -0.766  0.5013
H 2.349 0.551 -4.274  0.4260
H 0.776 -0.143 -4.529  0.2765
H 1.164 0.561 -2.906  0.1121
H 2.923 -1.226 -2.642  0.3435
H 2.545 -1.843 -4.249  0.4094
H 0.221 -4.194 -2.874  0.3947
H 1.577 -4.005 -3.927  0.4207
H -0.474 -4.108 -5.212  0.3781
H 0.323 -2.537 -5.393  0.2731
H -1.105 -2.647 -4.312  0.2394
H -3.279 -3.330 -1.071  0.3396
H -3.742 -2.160 0.257  0.3288
H -3.914 -1.725 -1.484  0.2281
H -0.714 -0.564 3.137  0.4060
H -2.992 1.873 6.011  0.3041
H -1.475 1.918 6.968  0.2722
H -2.694 3.220 7.101  0.2584
H -0.684 4.358 3.308  0.4558
H 1.431 3.630 1.107  0.2679
H -0.270 4.340 0.814  0.4117
H 0.244 2.847 0.015  0.3211
H 3.174 1.968 0.540  0.2668
H 3.873 0.364 1.020  0.3977
H 2.805 1.310 2.132  0.3567

Results
energy above the lowest of the compared OMol25 structures with the same formula, charge and spin: 0.0 kJ/mol
LUMO: 0.78 eV
SMILES: CCN(CC)c1nc(C)nc2c(-c3cnc(OC)cc3C)c(C)nn12